Below is a 13-piece molecular cluster, C92H207N13O13 overall, with properties calculated with the ωB97M-V functional and the def2-TZVPD basis.

ORCA input file:
```
! RIJCOSX wB97M-V def2-TZVPD def2/J DEFGRID3
* xyz 0 1
C 14.833 23.642 15.372
C 15.377 22.360 14.672
C 15.522 22.635 13.185
C 16.799 23.400 12.830
C 18.035 22.793 13.435
C 17.847 22.592 14.960
N 16.635 21.747 15.137
O 16.430 21.381 16.482
C 18.977 21.731 15.377
C 17.946 23.943 15.622
C 14.268 21.295 14.816
H 13.768 23.660 15.151
H 15.167 24.607 14.988
H 15.059 23.649 16.422
H 15.531 21.681 12.644
H 14.618 23.156 12.907
H 16.652 24.428 13.199
H 16.869 23.461 11.744
H 18.981 23.318 13.211
H 18.250 21.904 12.869
H 19.068 21.654 16.478
H 18.944 20.736 14.942
H 19.891 22.217 15.028
H 17.434 24.777 15.136
H 17.708 23.810 16.687
H 18.994 24.238 15.535
H 13.356 21.556 14.297
H 14.047 21.200 15.880
H 14.574 20.377 14.318
H 16.420 22.191 17.035
C 18.641 17.263 21.106
C 19.029 15.819 21.213
C 17.708 15.021 21.082
C 17.916 13.544 20.763
C 18.770 13.360 19.501
C 20.104 14.119 19.645
N 19.820 15.544 20.027
O 21.007 16.272 20.078
C 21.075 13.362 20.596
C 20.753 14.120 18.225
C 19.704 15.486 22.601
H 19.422 18.029 20.977
H 18.031 17.443 22.004
H 17.973 17.384 20.240
H 17.126 15.224 21.977
H 17.273 15.403 20.157
H 16.962 13.014 20.656
H 18.402 13.091 21.639
H 18.196 13.712 18.633
H 18.969 12.322 19.196
H 20.610 13.039 21.517
H 21.356 12.462 20.049
H 22.002 13.895 20.875
H 21.800 14.404 18.191
H 20.796 13.058 17.942
H 20.162 14.633 17.461
H 20.765 15.267 22.646
H 19.229 14.601 23.014
H 19.437 16.252 23.315
H 21.579 15.960 20.784
C 26.231 21.901 16.005
C 26.506 21.243 14.636
C 26.790 19.776 14.866
C 25.603 18.911 15.210
C 24.518 19.136 14.181
C 24.182 20.625 13.940
N 25.424 21.346 13.648
O 25.117 22.741 13.464
C 23.254 20.642 12.659
C 23.341 21.170 15.090
C 27.749 21.863 13.999
H 27.184 22.281 16.407
H 25.894 21.185 16.757
H 25.562 22.767 15.978
H 27.246 19.379 13.957
H 27.655 19.660 15.518
H 25.247 19.091 16.242
H 25.860 17.846 15.098
H 23.572 18.626 14.416
H 24.834 18.716 13.221
H 23.710 20.041 11.869
H 22.315 20.145 12.873
H 23.083 21.659 12.309
H 23.044 22.204 14.938
H 22.453 20.525 15.173
H 23.811 21.215 16.093
H 27.986 21.364 13.066
H 28.607 21.535 14.596
H 27.687 22.950 13.899
H 25.408 22.923 12.560
C 12.083 19.253 10.026
C 12.872 18.250 10.868
C 12.579 18.493 12.315
C 12.884 17.308 13.234
C 12.278 16.062 12.682
C 12.765 15.710 11.274
N 12.434 16.877 10.446
O 13.038 16.673 9.185
C 14.228 15.282 11.317
C 11.933 14.523 10.833
C 14.403 18.554 10.645
H 12.367 19.265 8.969
H 12.314 20.237 10.417
H 10.994 19.125 10.080
H 13.166 19.353 12.634
H 11.563 18.836 12.453
H 12.474 17.497 14.222
H 13.967 17.196 13.263
H 11.210 16.184 12.547
H 12.326 15.227 13.394
H 14.271 14.321 11.822
H 14.619 15.108 10.308
H 14.895 15.956 11.855
H 12.178 13.707 11.519
H 10.862 14.742 11.003
H 12.066 14.251 9.781
H 14.469 19.598 10.272
H 14.885 17.916 9.906
H 14.975 18.493 11.580
H 12.315 16.825 8.566
C 24.467 14.023 14.560
C 25.000 13.712 13.124
C 24.849 12.210 12.858
C 23.490 11.707 12.686
C 22.866 12.517 11.569
C 22.938 13.999 11.731
N 24.327 14.357 11.963
O 24.380 15.740 12.292
C 22.513 14.550 10.382
C 21.863 14.358 12.833
C 26.483 14.106 13.041
H 25.306 14.118 15.271
H 23.891 13.183 14.950
H 23.888 14.939 14.644
H 25.355 12.010 11.900
H 25.452 11.680 13.593
H 22.876 11.731 13.593
H 23.491 10.642 12.395
H 21.818 12.267 11.373
H 23.291 12.239 10.597
H 23.174 14.249 9.553
H 21.539 14.105 10.142
H 22.360 15.631 10.370
H 20.873 14.278 12.377
H 21.935 13.625 13.650
H 21.842 15.363 13.279
H 27.042 13.717 13.855
H 26.645 15.191 13.102
H 26.864 13.836 12.073
H 24.694 16.280 11.557
C 19.216 12.018 13.700
C 18.280 10.942 14.308
C 18.011 11.339 15.758
C 16.840 10.580 16.433
C 15.593 10.649 15.599
C 15.829 10.236 14.109
N 17.006 10.961 13.544
O 17.303 10.461 12.294
C 15.970 8.701 14.038
C 14.607 10.714 13.308
C 19.032 9.563 14.282
H 20.192 11.949 14.155
H 18.793 13.038 13.837
H 19.359 11.940 12.614
H 18.957 11.231 16.285
H 17.704 12.393 15.786
H 16.710 10.963 17.454
H 17.103 9.543 16.641
H 15.218 11.677 15.691
H 14.782 9.983 15.945
H 14.985 8.246 14.093
H 16.441 8.417 13.082
H 16.464 8.240 14.905
H 14.652 10.399 12.256
H 13.677 10.250 13.747
H 14.480 11.795 13.364
H 18.894 8.988 13.369
H 18.830 8.944 15.174
H 20.133 9.784 14.324
H 17.103 11.138 11.628
C 14.113 15.774 18.851
C 13.725 17.046 19.692
C 14.425 18.287 19.185
C 13.844 18.864 17.908
C 12.399 19.180 18.172
C 11.618 17.944 18.580
N 12.288 17.346 19.719
O 11.591 16.130 20.060
C 10.191 18.445 19.026
C 11.385 17.083 17.371
C 14.207 16.857 21.108
H 15.085 15.411 19.161
H 14.300 16.072 17.827
H 13.402 14.955 18.910
H 14.427 19.069 19.962
H 15.495 18.014 19.113
H 13.956 18.173 17.062
H 14.340 19.800 17.589
H 11.944 19.679 17.299
H 12.332 19.871 19.012
H 9.699 18.916 18.176
H 9.517 17.614 19.228
H 10.252 19.173 19.814
H 11.217 16.070 17.690
H 10.503 17.442 16.855
H 12.124 17.078 16.570
H 15.293 16.682 21.141
H 13.761 16.034 21.659
H 14.012 17.801 21.621
H 11.098 16.354 20.846
C 17.271 18.686 13.038
C 17.986 17.723 14.011
C 19.463 17.687 13.667
C 20.320 17.074 14.728
C 20.052 17.688 16.036
C 18.582 17.661 16.428
N 17.881 18.408 15.373
O 16.526 18.548 15.708
C 18.042 16.245 16.795
C 18.516 18.564 17.643
C 17.287 16.333 13.847
H 16.200 18.603 13.132
H 17.496 18.399 12.009
H 17.557 19.725 13.166
H 19.654 17.232 12.679
H 19.706 18.760 13.561
H 21.414 17.120 14.565
H 20.082 15.995 14.695
H 20.421 18.717 15.894
H 20.608 17.195 16.849
H 18.563 15.448 16.304
H 18.165 16.203 17.864
H 16.969 16.145 16.682
H 17.513 18.573 18.068
H 19.250 18.216 18.375
H 18.783 19.595 17.345
H 17.066 16.250 12.781
H 16.361 16.286 14.413
H 17.899 15.470 14.093
H 16.454 19.466 16.028
C 19.289 22.133 9.623
C 20.754 21.927 9.969
C 21.361 20.780 9.111
O 20.651 19.584 9.132
C 20.667 18.973 10.390
N 21.439 23.217 9.763
H 18.898 22.978 10.162
H 18.663 21.264 9.845
H 19.170 22.251 8.542
H 20.930 21.662 10.999
H 22.413 20.667 9.414
H 21.419 21.078 8.063
H 20.212 18.004 10.260
H 20.069 19.511 11.133
H 21.631 18.751 10.834
H 22.446 23.141 9.938
H 21.368 23.472 8.769
C 10.481 13.307 15.339
C 11.534 12.765 16.285
C 12.899 13.460 16.286
O 13.472 13.485 15.005
C 14.428 14.518 14.903
N 10.922 12.684 17.650
H 9.565 12.766 15.551
H 10.707 13.252 14.278
H 10.330 14.377 15.569
H 11.670 11.720 15.969
H 13.601 12.936 16.941
H 12.713 14.481 16.618
H 15.211 14.464 15.663
H 14.054 15.539 14.889
H 14.929 14.420 13.951
H 10.169 12.002 17.596
H 10.623 13.617 17.917
C 13.864 22.679 19.198
C 15.271 22.934 19.777
C 15.896 21.676 20.356
O 17.196 21.928 20.828
C 17.857 20.808 21.338
N 16.134 23.431 18.715
H 13.206 22.033 19.763
H 13.806 22.300 18.174
H 13.437 23.673 19.086
H 15.147 23.707 20.531
H 15.905 20.911 19.559
H 15.196 21.288 21.101
H 17.423 20.318 22.215
H 18.804 21.081 21.770
H 18.081 20.100 20.543
H 17.125 23.458 18.989
H 15.893 24.385 18.455
C 21.134 21.667 19.213
C 22.505 20.957 19.230
C 22.538 19.637 18.505
O 23.771 18.988 18.678
C 23.737 17.704 18.121
N 23.484 21.965 18.751
H 20.293 21.138 19.653
H 20.859 21.917 18.166
H 21.322 22.634 19.652
H 22.807 20.741 20.261
H 22.346 19.910 17.465
H 21.715 18.987 18.802
H 23.665 17.565 17.035
H 22.893 17.159 18.591
H 24.693 17.226 18.251
H 23.199 22.276 17.828
H 24.407 21.540 18.663
C 13.707 11.262 8.593
C 15.164 11.165 9.009
C 15.569 12.435 9.699
O 16.929 12.251 10.113
C 17.661 13.379 10.641
N 15.287 9.956 9.821
H 13.101 11.632 9.423
H 13.276 10.287 8.350
H 13.522 12.026 7.811
H 15.688 10.988 8.062
H 14.956 12.561 10.586
H 15.496 13.245 8.958
H 17.216 13.694 11.573
H 17.624 14.201 9.925
H 18.669 13.007 10.683
H 14.741 9.202 9.457
H 16.192 9.515 9.741
*
```

The calculation puts the relative energy (zero: lowest compared OMol25 entry of this formula, charge and spin) at 0.00 kJ/mol. The HOMO-LUMO gap is 8.51 eV. As for the LUMO energy: 0.53 eV. For the electronic energy, the calculation gives -144739.611 eV.

Atom charges from the Löwdin analysis, given in e for atoms 1 to 8: -0.0149, -0.4927, -0.1337, -0.1713, -0.1408, -0.5200, -0.0534, -0.0658